# 1
C8H10N2O2 | ωB97M-V/def2-TZVPD

Kohn-Sham gap   8.259 eV
HOMO   -8.1 eV
E_LUMO   0.114 eV
Energy   -15528.0874 eV

Structure (XYZ):
```
22
C8H10N2O2 ωB97M-V/def2-TZVPD
C -0.99 3.09 -2.39
N -0.82 1.85 -2.40
C -0.25 1.06 -1.38
C 0.36 1.49 -0.20
C 0.54 0.49 0.81
O 0.92 1.01 2.12
C 0.33 -0.94 0.71
N 1.02 -1.95 1.56
C 0.18 -2.18 2.70
C 0.06 -1.22 -0.54
C -0.37 -0.35 -1.57
O -1.19 -0.72 -2.79
H -0.83 3.83 -1.49
H -1.15 3.51 -3.43
H 0.67 2.49 0.15
H 1.69 0.22 2.27
H 1.13 -2.79 1.08
H -1.11 -2.15 2.47
H 0.42 -1.33 3.65
H 0.76 -3.20 3.00
H -0.03 -2.29 -0.96
H -1.34 0.06 -3.38
```

Mulliken atomic charge list, values in e, 6 entries: C -0.32; N -0.42; C 1.17; C -1.00; C 0.53; O -0.62

***

# 2
C2H3NS2 | ωB97M-V/def2-TZVPD

Kohn-Sham gap   9.129 eV
HOMO   -9.1 eV
E_LUMO   0.015 eV
Energy   -25282.1695 eV

Structure (XYZ):
```
8
C2H3NS2 ωB97M-V/def2-TZVPD
C 0.65 -0.43 -0.50
C -1.07 0.79 0.53
N 1.72 -1.04 -1.08
S -0.20 0.97 -1.07
S -0.18 -0.73 1.03
H -0.85 1.61 1.21
H -2.14 0.63 0.42
H 2.06 -1.82 -0.54
```

Mulliken atomic charge list, values in e, 6 entries: C 0.47; C -0.45; N -0.66; S -0.13; S -0.11; H 0.31

***

Question: The highest Kohn-Sham gap belongs to which entry?
Answer: C2H3NS2